{"formula": "C4H40NO16", "method": "ωB97M-V/def2-TZVPD", "elements": ["C", "N", "C", "C", "C", "O", "H", "H", "H", "H", "H", "H", "H", "H", "H", "H", "H", "H", "O", "H", "H", "O", "H", "H", "O", "H", "H", "O", "H", "H", "O", "H", "H", "O", "H", "H", "O", "H", "H", "O", "H", "H", "O", "H", "H", "O", "H", "H", "O", "H", "H", "O", "H", "H", "O", "H", "H", "O", "H", "H", "O"], "xyz": [[-0.565, 1.466, -1.162], [-0.794, 0.303, -0.187], [-0.459, 0.957, 1.139], [-0.077, -0.965, -0.301], [0.878, -1.421, 0.952], [1.812, -0.577, 1.285], [0.368, 1.936, -1.056], [-1.210, 2.293, -0.807], [-0.725, 1.192, -2.244], [-0.405, 0.100, 1.913], [-1.113, 1.733, 1.354], [0.466, 1.452, 1.148], [-0.895, -1.697, -0.395], [0.457, -1.097, -1.196], [1.436, -2.266, 0.463], [0.482, -1.775, 1.891], [2.782, -0.647, 0.173], [3.973, -1.435, -0.265], [3.405, -0.698, -0.639], [1.261, 2.506, -2.497], [1.781, 3.736, -1.794], [1.268, 3.447, -2.636], [1.549, 1.879, 4.158], [0.464, 1.717, 3.320], [0.785, 2.377, 3.972], [2.142, 1.300, -0.192], [3.406, 1.114, -0.944], [2.866, 1.837, -0.544], [-3.106, -0.255, -2.840], [-2.370, 0.611, -3.849], [-2.695, -0.260, -3.756], [-2.683, 0.080, 1.876], [-3.819, -0.177, 3.006], [-3.598, 0.124, 2.027], [2.503, 0.825, 2.656], [3.524, 1.478, 1.822], [3.458, 1.041, 2.672], [-2.773, 0.016, -0.596], [-3.964, 0.671, -0.185], [-3.803, -0.087, -0.746], [-1.381, -1.736, 2.016], [-0.584, -1.242, 3.231], [-1.486, -1.501, 2.960], [-2.735, 2.891, -0.317], [-3.309, 3.024, 1.184], [-3.403, 3.273, 0.321], [3.795, 0.240, -2.760], [2.865, -0.887, -2.543], [3.382, -0.513, -3.155], [1.437, -0.520, 2.997], [2.267, -1.093, 4.214], [1.375, -0.621, 3.940], [0.306, -3.279, -2.527], [0.598, -4.496, -1.543], [0.189, -3.989, -2.128], [1.187, -1.102, -4.685], [0.365, -1.365, -3.550], [0.597, -1.781, -4.334], [-3.272, -1.741, 0.954], [-3.865, -2.236, -0.403], [-3.439, -2.584, 0.304]], "e_above_lowest_ev": 7.172, "orbital_gap_ha": 0.308, "total_charge": -1}